Record 1
15
Properties=species:S:1:pos:R:3:nbo_charge:R:1 method="wB97M-V/def2-TZVPD" charge=+1 de_lowest_kcal_mol=37.2 orbital_gap_ev=11.10 total_energy_ev=-19653.20843
C 1.23 -0.99 -0.43 -0.114
C -0.19 -0.83 -1.02 -0.125
C -1.08 0.70 0.71 0.523
N -0.16 1.58 0.79 -0.750
O 1.95 0.11 0.04 -0.715
O -1.12 -0.42 -0.06 -0.467
S -2.64 0.94 1.46 0.178
H 1.03 -1.43 0.59 0.203
H 1.89 -1.61 -1.05 0.225
H -0.23 -0.19 -1.90 0.211
H -0.62 -1.86 -1.35 0.253
H 2.53 0.55 -0.53 0.502
H -0.20 2.41 1.43 0.460
H 0.77 1.11 0.52 0.452
H -3.15 -0.05 0.80 0.165

Record 2
16
Properties=species:S:1:pos:R:3:nbo_charge:R:1 method="wB97M-V/def2-TZVPD" charge=+1 de_lowest_kcal_mol=13.1 orbital_gap_ev=9.94 total_energy_ev=-30489.57062 smiles="[NH3+][C@@H](CSS)C(=O)O"
N 1.45 -0.44 0.49 -0.689
C -0.05 -0.65 0.26 -0.168
C -0.64 0.72 -0.04 -0.594
S -0.67 1.77 1.46 0.125
S 0.21 3.44 0.92 -0.081
C -0.18 -1.75 -0.76 0.777
O 0.81 -2.23 -1.23 -0.550
O -1.39 -2.25 -0.95 -0.667
H 1.81 -1.09 1.19 0.455
H 1.51 0.53 0.83 0.454
H 1.83 -0.66 -0.45 0.474
H -0.58 -1.04 1.14 0.266
H -0.13 1.18 -0.90 0.249
H -1.67 0.70 -0.39 0.274
H -0.68 4.19 0.31 0.140
H -1.61 -2.43 -1.88 0.535

Record 3
15
Properties=species:S:1:pos:R:3:nbo_charge:R:1 method="wB97M-V/def2-TZVPD" charge=-1 de_lowest_kcal_mol=19.2 orbital_gap_ev=8.38 total_energy_ev=-10874.95557
C 0.79 0.12 -0.71 -0.214
C -0.69 0.23 -0.72 -0.526
C -1.08 1.24 0.31 0.754
O -1.50 2.38 -0.06 -0.773
O -0.99 0.95 1.50 -0.780
N 1.36 -0.78 -1.75 -0.856
H 1.40 1.09 -0.94 0.175
H 1.22 -0.14 0.29 0.212
H -1.00 0.47 -1.78 0.198
H -1.08 -0.78 -0.38 0.202
H 0.81 -0.82 -2.61 0.341
H 1.37 -1.72 -1.38 0.341
H -0.47 -0.42 2.09 0.498
H 0.02 -0.64 3.46 0.445
O -0.16 -1.16 2.69 -1.018

Record 4
15
Properties=species:S:1:pos:R:3:nbo_charge:R:1 method="wB97M-V/def2-TZVPD" charge=-1 de_lowest_kcal_mol=62.2 orbital_gap_ev=6.56 total_energy_ev=-10873.08987
C -1.78 0.47 0.73 0.523
N -0.95 0.17 -0.28 -0.609
C 0.40 -0.36 -0.12 -0.295
C 0.39 -2.02 -0.38 0.035
O 1.56 -2.56 -0.53 -0.915
O -2.82 1.12 0.58 -0.679
H -1.50 0.15 1.74 0.109
H -1.23 0.53 -1.17 0.390
H 0.78 -0.18 0.89 0.172
H 1.09 0.13 -0.81 0.152
H -0.26 -2.02 -1.29 0.059
H -0.17 -2.26 0.57 0.060
H 2.07 2.14 0.51 0.465
H 1.07 2.02 -0.55 0.472
O 1.34 2.66 0.12 -0.940

Record 5
14
Properties=species:S:1:pos:R:3:nbo_charge:R:1 method="wB97M-V/def2-TZVPD" charge=0 de_lowest_kcal_mol=82.1 orbital_gap_ev=8.53 total_energy_ev=-16063.49309 smiles="NC#[PH2].CC=O"
N -0.58 -0.39 2.39 -0.704
C -0.81 0.55 1.57 -0.226
P 0.34 1.79 1.08 0.281
H 0.31 -0.64 2.80 0.345
H -1.24 -1.12 2.62 0.370
H -0.62 2.72 0.90 -0.022
H 0.37 2.29 2.34 -0.033
C -0.35 -0.48 -1.72 -0.726
C -0.30 -1.40 -0.57 0.428
O 0.77 -1.48 0.05 -0.560
H -1.09 0.29 -1.40 0.246
H -0.67 -0.95 -2.63 0.231
H 0.57 0.04 -1.89 0.239
H -1.21 -1.94 -0.16 0.132

Record 6
14
Properties=species:S:1:pos:R:3:nbo_charge:R:1 method="wB97M-V/def2-TZVPD" charge=0 de_lowest_kcal_mol=46.5 orbital_gap_ev=8.97 total_energy_ev=-16065.03720 smiles="C=NPOCC"
C -3.11 0.12 -0.77 -0.063
N -1.93 0.33 -0.08 -0.764
P -1.05 -0.92 0.60 1.041
O 0.22 -0.11 1.19 -0.807
C 1.17 0.54 0.33 -0.068
C 1.30 0.04 -1.07 -0.664
H -3.49 0.95 -1.35 0.190
H -3.54 -0.87 -0.74 0.162
H -1.81 -0.73 1.88 -0.063
H 1.10 1.63 0.59 0.189
H 2.17 0.37 0.77 0.173
H 2.30 0.30 -1.54 0.237
H 1.40 -1.03 -0.97 0.217
H 0.36 0.15 -1.56 0.220

Record 7
14
Properties=species:S:1:pos:R:3:nbo_charge:R:1 method="wB97M-V/def2-TZVPD" charge=-1 de_lowest_kcal_mol=40.6 orbital_gap_ev=5.98 total_energy_ev=-17613.24624 smiles=N[C@H](C[O-])CS
N 0.15 -0.44 1.54 -0.869
C 0.25 -0.41 0.07 -0.121
C 1.72 -0.78 -0.43 -0.008
O 2.50 -1.29 0.52 -0.942
C -0.25 0.85 -0.56 -0.477
S -2.09 1.00 -0.60 -0.135
H 1.11 -0.25 1.86 0.379
H 0.08 -1.42 1.76 0.351
H -0.43 -1.20 -0.24 0.157
H 2.10 0.16 -0.93 0.053
H 1.52 -1.48 -1.29 0.068
H 0.04 0.83 -1.60 0.209
H 0.10 1.77 -0.09 0.208
H -2.23 1.22 0.71 0.125

Record 8
14
Properties=species:S:1:pos:R:3:nbo_charge:R:1 method="wB97M-V/def2-TZVPD" charge=+1 de_lowest_kcal_mol=110.4 orbital_gap_ev="7.94 / 7.95" total_energy_ev=-17601.64635
C -0.17 -1.26 0.42 -0.019
C 0.51 -0.06 0.08 0.155
C -2.59 -1.19 0.00 -0.509
N 1.90 0.36 0.75 -0.721
O 0.68 -1.19 -0.63 -0.452
S -3.29 0.33 0.30 0.171
H 0.05 -1.96 1.31 0.210
H 0.09 0.85 -0.51 0.219
H -3.05 -1.94 0.65 0.240
H -2.44 -1.38 -1.09 0.241
H 2.71 -0.15 0.38 0.452
H 2.01 0.35 1.73 0.441
H 2.06 1.35 0.41 0.444
H -2.82 0.93 -0.86 0.131

Record 9
14
Properties=species:S:1:pos:R:3:nbo_charge:R:1 method="wB97M-V/def2-TZVPD" charge=+1 de_lowest_kcal_mol=8.7 orbital_gap_ev=9.72 total_energy_ev=-17606.05437 smiles="[NH3+][C@@H](C=O)CS"
N 0.11 1.17 1.13 -0.685
C 0.42 -0.06 0.28 -0.157
C -0.37 -1.19 0.93 0.424
O -1.29 -0.93 1.64 -0.489
C 0.18 0.17 -1.21 -0.535
S 0.41 -1.37 -2.23 0.022
H -0.84 1.07 1.50 0.467
H 0.09 2.04 0.58 0.444
H 0.79 1.29 1.89 0.452
H 1.48 -0.25 0.51 0.239
H -0.08 -2.21 0.67 0.183
H 0.78 1.01 -1.54 0.236
H -0.86 0.45 -1.33 0.238
H -0.81 -1.19 -2.81 0.161

Record 10
14
Properties=species:S:1:pos:R:3:nbo_charge:R:1 method="wB97M-V/def2-TZVPD" charge=+1 de_lowest_kcal_mol=94.9 orbital_gap_ev=9.62 total_energy_ev=-17602.31481
C 1.11 -1.01 0.37 0.451
C 0.92 2.55 -1.23 -0.742
C -1.33 -1.74 0.29 -0.400
N -0.10 -1.26 1.18 -0.608
O 1.20 0.10 -0.16 -0.535
S 0.19 1.50 0.02 0.435
H 1.96 2.86 -0.78 0.269
H 0.06 3.17 -1.42 0.269
H 1.08 1.88 -2.06 0.253
H -1.68 -1.10 -0.44 0.244
H -1.00 -2.57 -0.32 0.250
H -2.05 -2.01 1.02 0.237
H -0.09 -1.97 1.88 0.453
H -0.27 -0.42 1.64 0.423

Record 11
14
Properties=species:S:1:pos:R:3:nbo_charge:R:1 method="wB97M-V/def2-TZVPD" charge=+1 de_lowest_kcal_mol=26.9 orbital_gap_ev=9.74 total_energy_ev=-72116.49089 smiles=O[C@H]1[NH2+]CC[Se]1
O -0.85 -2.35 -0.32 -0.699
C -0.75 -1.22 0.41 0.082
N 0.49 -0.52 -0.11 -0.535
C 0.58 0.91 0.26 -0.232
C -0.67 1.47 -0.46 -0.565
Se -2.15 0.18 0.03 0.309
H -0.79 -3.14 0.23 0.511
H -0.92 -1.49 1.55 0.247
H 0.33 -0.56 -1.19 0.458
H 1.28 -1.06 0.15 0.440
H 1.47 1.26 -0.16 0.236
H 0.62 0.89 1.40 0.243
H -1.13 2.44 -0.11 0.284
H -0.44 1.50 -1.49 0.220

Record 12
13
Properties=species:S:1:pos:R:3:nbo_charge:R:1 method="wB97M-V/def2-TZVPD" charge=0 de_lowest_kcal_mol=87.2 orbital_gap_ev=8.24 total_energy_ev=-14014.98933
C 0.01 0.15 0.02 0.430
C -0.38 0.99 2.23 -0.587
C -0.39 -1.24 -0.12 -0.752
N 0.60 0.97 -0.68 -0.726
P 0.77 0.91 -2.44 0.503
H -1.07 1.73 2.19 0.181
H 0.52 1.28 2.52 0.173
H -0.66 -0.01 2.38 0.178
H -0.25 -1.44 -1.26 0.225
H -1.45 -1.46 -0.03 0.248
H 0.15 -1.91 0.54 0.254
H 0.16 -0.28 -2.84 -0.080
H 1.98 0.31 -2.51 -0.047